(1)
The following is a DFT calculation (ωB97M-V/def2-TZVPD) of a structure of composition C21H17Cl2N3O2SSeTeTi.

The value obtained for the energy above the lowest of the compared OMol25 structures with the same formula, charge and spin is 13.3 kcal/mol. The spin multiplicity is 2. The HOMO energy (alpha / beta) comes out at -4.05 / -4.92 eV. As for the expectation value of S²: 0.767. The value obtained for the HOMO-LUMO gap (alpha / beta) is 6.35 / 6.47 eV. For the molar mass, the calculation gives 700.79 u. Its net charge is -1.

Geometry as XYZ:
```
49
C21H17Cl2N3O2SSeTeTi ωB97M-V/def2-TZVPD
Ti -0.23896 -1.16349 0.05858
O -6.60570 1.14748 3.59626
C -6.44147 1.60422 2.32697
O -7.33271 2.22734 1.81527
C -5.14343 1.29457 1.66761
C -3.98611 0.93733 2.36919
C -2.80922 0.65986 1.70801
C -2.74009 0.72222 0.31617
C -3.89602 1.07900 -0.38416
C -5.07355 1.36728 0.28447
N -1.52044 0.44592 -0.32487
C -1.24641 1.07982 -1.48381
C 0.04521 0.97055 -2.03165
C 0.42719 1.58551 -3.24135
C 1.72301 1.46707 -3.66545
C 2.63576 0.71702 -2.90941
C 2.18167 0.10028 -1.76325
N 0.92853 0.22248 -1.31815
H -5.87321 0.56702 3.82674
H -3.97394 0.91020 3.45398
H -1.91158 0.40225 2.26144
H -3.88684 1.09356 -1.46448
H -5.96826 1.63648 -0.26283
H -1.97755 1.69391 -1.99362
H -0.30696 2.14551 -3.80611
H 2.04139 1.93887 -4.58726
H 3.66212 0.59512 -3.22311
H 2.83338 -0.52976 -1.16899
Cl -0.85646 3.27173 2.23801
C 0.91093 3.38137 2.15321
Cl 1.51487 3.02472 0.53376
H 1.32100 2.63909 2.82805
H 1.20894 4.38590 2.42532
Se -1.51372 -2.51836 1.29557
Te 1.68527 -0.63887 1.86732
C 1.51544 -2.31398 3.15625
C 0.97913 -2.17646 4.43231
C 0.83099 -3.28676 5.25646
C 1.22384 -4.54173 4.81224
C 1.77106 -4.67902 3.54185
C 1.92126 -3.57055 2.71889
H 0.65742 -1.20166 4.77838
H 0.39999 -3.16947 6.24374
H 1.09958 -5.40874 5.44912
H 2.07296 -5.65460 3.18162
H 2.33061 -3.69071 1.72313
S 2.48952 -4.15484 -2.16916
C 1.28279 -3.21605 -1.67477
N 0.42815 -2.47861 -1.34646
```

(2)
The following is a DFT calculation (ωB97M-V/def2-TZVPD) of an isolated molecule of C21H17Cl2N3O4S at a distorted geometry.

The value obtained for the energy above the lowest of the compared OMol25 structures with the same formula, charge and spin is 0.0 kcal/mol. The HOMO energy comes out at -8.51 eV. The structure (SMILES) is CCOC(=O)c1cnc(SC)nc1Oc1cccc(NC(=O)c2cccc(Cl)c2Cl)c1. The value obtained for the HOMO-LUMO gap is 8.62 eV. For the molar mass, the calculation gives 478.36 u. Its net charge is 0.

Geometry as XYZ:
```
48
C21H17Cl2N3O4S ωB97M-V/def2-TZVPD
C -6.43523 -2.22332 0.07942
C -5.56420 -1.72735 1.22507
O -4.52071 -0.87653 0.75463
C -4.83546 0.40586 0.55030
O -5.92732 0.87598 0.76838
C -3.70054 1.20568 0.05130
C -3.84526 2.59097 -0.05097
N -2.89408 3.39155 -0.47666
C -1.74577 2.81185 -0.81326
S -0.49751 3.87376 -1.36173
C 0.86811 2.70169 -1.60288
N -1.48929 1.51031 -0.77826
C -2.44609 0.70013 -0.35782
O -2.25314 -0.61604 -0.37539
C -1.02989 -1.17705 -0.67600
C -1.06107 -2.34199 -1.43390
C 0.12244 -2.99784 -1.71807
C 1.32594 -2.50044 -1.25688
C 1.35334 -1.33666 -0.49031
N 2.59924 -0.88951 -0.03976
C 2.90946 0.26771 0.59782
O 2.11106 1.11255 0.94496
C 4.37102 0.41849 0.91485
C 4.68878 0.86732 2.19378
C 6.00364 1.05748 2.57333
C 7.02492 0.82003 1.67066
C 6.72335 0.40118 0.38376
Cl 8.00009 0.13605 -0.74394
C 5.39928 0.19735 -0.00015
Cl 5.07217 -0.27041 -1.63485
C 0.16779 -0.67531 -0.18949
H -5.82398 -2.72589 -0.66644
H -7.17779 -2.91897 0.45980
H -6.94512 -1.38420 -0.38749
H -5.05131 -2.55578 1.71821
H -6.17279 -1.17691 1.95055
H -4.78155 3.05257 0.23243
H 1.19854 2.33755 -0.63496
H 1.66258 3.25331 -2.09409
H 0.52404 1.88082 -2.22273
H -2.00912 -2.71545 -1.78537
H 0.10653 -3.90166 -2.30745
H 2.24887 -3.01238 -1.48785
H 3.37164 -1.49111 -0.29387
H 3.87882 1.06541 2.87847
H 6.23687 1.39724 3.56991
H 8.05628 0.96755 1.94857
H 0.18246 0.21444 0.41432
```

(3)
The following is a DFT calculation (ωB97M-V/def2-TZVPD) of the ion C21H17F2N2 with charge +1 at a distorted geometry.

The value obtained for the energy above the lowest of the compared OMol25 structures with the same formula, charge and spin is 34.8 kcal/mol. The HOMO energy comes out at -12.22 eV. The structure (SMILES) is Cc1[nH+]c2ccccc2n1C(c1ccc(F)cc1)c1ccc(F)cc1. The value obtained for the HOMO-LUMO gap is 8.90 eV. For the molar mass, the calculation gives 335.38 u. Its net charge is +1.

Geometry as XYZ:
```
42
C21H17F2N2 ωB97M-V/def2-TZVPD
C 1.26082 -3.93091 4.72914
C 0.55259 -2.82741 5.37139
N 0.30776 -2.87640 6.68885
C -0.48348 -1.78505 7.00845
C -0.99358 -1.37165 8.21070
C -1.79397 -0.22304 8.19516
C -2.07888 0.46515 6.99059
C -1.52185 0.02873 5.75239
C -0.68338 -1.09087 5.81397
N 0.01983 -1.75587 4.83015
C 0.03134 -1.15738 3.20319
C -1.21882 -0.59852 2.76138
C -2.32307 -1.50642 2.71582
C -3.60141 -1.05483 2.39535
C -3.78513 0.32635 2.15558
F -5.06768 0.79851 1.99619
C -2.73663 1.24109 2.10616
C -1.43166 0.76949 2.34520
C 1.32323 -0.60389 2.90110
C 2.37448 -1.53517 2.59961
C 3.65112 -1.11489 2.20988
C 3.87000 0.26885 2.07132
F 5.14904 0.69217 1.76231
C 2.87469 1.22613 2.32642
C 1.61707 0.79858 2.85264
H 1.34588 -3.84633 3.65373
H 2.27260 -4.01612 5.13473
H 0.71751 -4.85514 4.93639
H 0.60187 -3.58686 7.34299
H -0.71796 -1.94668 9.08516
H -2.19940 0.15554 9.12184
H -2.73772 1.36272 6.97844
H -1.73598 0.49388 4.77135
H 0.02486 -2.27596 3.09172
H -2.11118 -2.59148 2.76267
H -4.42798 -1.75595 2.25691
H -2.90367 2.28780 1.77766
H -0.60630 1.42340 2.01771
H 2.11455 -2.61078 2.51300
H 4.44042 -1.83856 1.93876
H 3.07120 2.28217 2.08804
H 0.86119 1.54956 3.12959
```

(4)
The following is a DFT calculation (ωB97M-V/def2-TZVPD) of a cluster of 3 separate species, C21H17FNO12P in total at a distorted geometry.

The value obtained for the energy above the lowest of the compared OMol25 structures with the same formula, charge and spin is 170.5 kcal/mol. The HOMO energy comes out at -9.04 eV. The structure (SMILES) is O=C(F)NC(=O)[PH3]OC(=O)c1ccccc1.O=C1C=C(O)C(=O)C=C1O.O=C1C=C(O)C(=O)C=C1O. The value obtained for the HOMO-LUMO gap is 7.01 eV. For the molar mass, the calculation gives 525.33 u. Its net charge is 0.

Geometry as XYZ:
```
53
C21H17FNO12P ωB97M-V/def2-TZVPD
O 5.04989 0.62764 0.34273
C 3.84745 0.73986 -0.22724
F 3.39091 2.14545 -0.52469
N 2.88946 -0.38553 -0.54962
C 3.55115 -1.74612 -0.53733
O 4.17651 -2.27695 0.54712
P 3.52060 -2.91733 -2.09398
O 3.57319 -3.90258 -3.57149
C 4.34150 -3.17311 -4.61142
O 5.45011 -2.44915 -4.29334
C 3.91463 -3.11294 -6.21727
C 2.33414 -3.12489 -6.69317
C 2.01075 -3.01253 -8.30129
C 3.26126 -2.88925 -9.39039
C 4.86066 -2.91357 -8.96533
C 5.16333 -3.02877 -7.32575
H 2.07540 -0.34427 0.11234
H 3.00115 -1.85441 -2.91728
H 2.57419 -3.81526 -1.46663
H 4.92822 -3.17819 -1.83710
H 1.51449 -3.21315 -5.85182
H 0.86924 -3.00617 -8.62768
H 2.96799 -2.80917 -10.53655
H 5.70904 -2.83911 -9.77309
H 6.30417 -3.03622 -7.02076
O 0.14990 -2.19479 3.91267
C -0.09833 -1.00289 3.76857
C -0.82671 -0.22435 4.78244
C -1.09541 1.06803 4.58705
O -1.77717 1.80634 5.53695
C -0.67367 1.76588 3.34155
O -0.95126 2.94985 3.18246
C 0.07567 0.99391 2.33833
C 0.34750 -0.29765 2.53507
O 1.05364 -1.02910 1.59781
H -1.12932 -0.74474 5.68209
H -1.84833 2.71133 5.16220
H 0.39174 1.51841 1.44541
H 1.11948 -1.93546 1.96989
O -4.53504 4.47173 2.40456
C -5.29223 4.05921 3.27605
C -6.74368 3.94381 3.06493
C -7.54238 3.50661 4.04042
O -8.90703 3.39312 3.84790
C -6.99841 3.12459 5.37244
O -7.75979 2.74374 6.25529
C -5.54449 3.21691 5.57604
C -4.74518 3.65081 4.59953
O -3.37733 3.73780 4.78263
H -7.12592 4.22701 2.09260
H -9.26354 3.05755 4.69925
H -5.16052 2.91896 6.54357
H -3.02163 4.07906 3.93334
```